Entry 1:
A structure of composition C30H24BrCrF6N4PS2 in a non-equilibrium geometry, computed with ωB97M-V with the def2-TZVPD basis set.

Calculated values
* charge: -1
* HOMO level (alpha / beta): -3.6 / -5.1 eV
* orbital gap (alpha / beta): 4.924 / 3.077 eV
* molecular weight: 781.5 g/mol
* energy above the lowest of the compared OMol25 structures with the same formula, charge and spin: 73.5 kcal per mole
* multiplicity: 6
* electronic energy: -6732.29727 a.u.

Element x y z (Å)
Cr (-0.62879, 0.80313, 0.06714)
C (3.57252, -0.38051, 0.92443)
N (2.73491, 0.80145, 0.88151)
C (3.40347, 1.83748, 0.11643)
C (2.41770, 1.28145, 2.21796)
C (1.31839, 2.31702, 2.24967)
C (1.61037, 3.51970, 2.89597)
C (0.65166, 4.49110, 3.11118)
C (-0.64764, 4.24875, 2.71322)
C (-0.94691, 3.07091, 2.04274)
C (0.02738, 2.13304, 1.73169)
H (4.58247, -0.14014, 1.29543)
H (3.65764, -0.79374, -0.08246)
H (3.13959, -1.13237, 1.58218)
H (4.39779, 2.07445, 0.53021)
H (2.80203, 2.74313, 0.11451)
H (3.51882, 1.49929, -0.91141)
H (3.32273, 1.69639, 2.70471)
H (2.11248, 0.42217, 2.81983)
H (2.62081, 3.67999, 3.24992)
H (0.92172, 5.42063, 3.59220)
H (-1.43281, 4.96595, 2.89984)
H (-1.98013, 2.91157, 1.77434)
S (-2.65386, 1.34267, -5.28916)
C (-3.11035, 1.10049, -6.92842)
C (-3.11389, -0.21488, -7.28054)
C (-2.73228, -1.05672, -6.22457)
C (-2.44332, -0.37257, -5.06372)
C (-1.94153, -0.89577, -3.82700)
C (-1.75522, -0.04814, -2.72145)
N (-1.18982, -0.42090, -1.59795)
C (-0.69175, -1.69047, -1.50396)
C (-0.88779, -2.64763, -2.54120)
C (-0.37668, -3.96507, -2.32237)
C (0.27681, -4.29454, -1.18446)
C (0.47547, -3.34849, -0.12902)
C (1.05853, -3.65598, 1.08471)
C (1.10048, -2.67354, 2.10146)
C (0.59045, -1.40018, 1.79177)
N (0.13907, -1.03880, 0.61181)
C (0.00641, -2.01870, -0.34510)
C (1.64436, -2.91700, 3.39784)
C (1.73544, -2.04964, 4.46871)
C (2.30289, -2.63146, 5.61033)
C (2.66734, -3.93032, 5.43266)
S (2.31614, -4.47483, 3.83110)
C (-1.53500, -2.23833, -3.69267)
H (-3.35587, 1.95123, -7.53239)
H (-3.36928, -0.56912, -8.26470)
H (-2.68293, -2.12741, -6.31927)
H (-2.07586, 0.98202, -2.79052)
H (-0.52731, -4.69232, -3.10824)
H (0.64234, -5.30070, -1.02797)
H (1.42917, -4.65103, 1.28696)
H (0.50720, -0.65170, 2.56442)
H (1.37879, -1.03459, 4.44888)
H (2.43661, -2.09761, 6.53505)
H (3.10533, -4.60576, 6.14177)
H (-1.69704, -2.93775, -4.49858)
N (-2.44497, -0.10620, 2.42520)
C (-1.77909, 0.29107, 1.57901)
F (-2.13480, 2.39582, -0.54360)
P (-3.67565, 3.13245, -0.86775)
F (-2.91126, 4.11268, -1.88544)
F (-4.28556, 2.07645, 0.18939)
F (-3.86776, 2.05010, -2.05004)
F (-5.10104, 3.78416, -1.16811)
F (-3.39012, 4.16440, 0.33772)
Br (0.74101, 1.90382, -1.65185)


Entry 2:
A structure of composition CH2N2O3S in a non-equilibrium geometry, computed with ωB97M-V with the def2-TZVPD basis set.

Calculated values
* charge: 0
* HOMO level: -10.3 eV
* orbital gap: 8.918 eV
* molecular weight: 122.1 g/mol
* energy above the lowest of the compared OMol25 structures with the same formula, charge and spin: 97.2 kcal per mole
* electronic energy: -772.55185 a.u.

Element x y z (Å)
C (0.34765, 0.81581, -0.17977)
N (1.26042, 1.63450, -0.07060)
N (0.47899, -0.53207, -0.28216)
O (3.74700, -0.03716, 1.38387)
O (3.72156, 0.11776, -1.08856)
O (1.72348, -1.08428, 0.09607)
S (2.99435, 0.06215, 0.11762)
H (-0.69154, 1.26103, -0.27531)
H (-0.10582, -1.08050, -0.84928)


Entry 3:
The ion C26H26Cl2N with charge +1 in a non-equilibrium geometry, computed with ωB97M-V with the def2-TZVPD basis set.

Calculated values
* charge: +1
* HOMO level: -11.2 eV
* orbital gap: 6.822 eV
* molecular weight: 423.4 g/mol
* SMILES: Clc1ccc(C(c2ccc(Cl)cc2)[C@@H](C=[N+]2CCCCC2)c2ccccc2)cc1
* energy above the lowest of the compared OMol25 structures with the same formula, charge and spin: 16.3 kcal per mole
* electronic energy: -1981.20653 a.u.

Element x y z (Å)
Cl (-5.36794, 1.26045, -3.34256)
C (-3.77990, 0.75213, -2.98021)
C (-3.52088, -0.55164, -2.58105)
C (-2.23606, -0.94484, -2.18279)
C (-1.16204, -0.01017, -2.15088)
C (0.14530, -0.44231, -1.45002)
C (1.38732, 0.00764, -2.24436)
C (2.30677, -0.96268, -2.75161)
C (3.60430, -0.54546, -3.14343)
C (3.95863, 0.78046, -3.07143)
Cl (5.57062, 1.27092, -3.38531)
C (3.00433, 1.75427, -2.68445)
C (1.74571, 1.33136, -2.29462)
C (-1.42201, 1.25019, -2.71583)
C (-2.72180, 1.66982, -3.03754)
H (-4.35702, -1.27167, -2.56541)
H (-2.07653, -1.97043, -1.89192)
H (0.12774, -1.56643, -1.48169)
H (2.06267, -2.00686, -2.80136)
H (4.34292, -1.28763, -3.46980)
H (3.29680, 2.80169, -2.67790)
H (1.01834, 2.10441, -1.93104)
H (-0.60202, 1.97291, -2.90546)
H (-2.92198, 2.69512, -3.33878)
C (4.26757, -2.13782, 0.32493)
C (4.21752, -0.74705, 0.31736)
C (2.99652, -0.07141, 0.53039)
C (1.79407, -0.82801, 0.60265)
C (0.41428, -0.20730, 0.35928)
C (-0.60598, -0.69073, 1.27064)
N (-1.32313, -0.03659, 2.20505)
C (-2.38177, -0.81570, 2.89911)
C (-3.55190, 0.02867, 3.39045)
C (-3.08742, 1.24488, 4.21674)
C (-2.03499, 2.00899, 3.50813)
C (-0.86762, 1.11699, 2.89672)
C (1.87530, -2.20060, 0.81399)
C (3.09342, -2.88730, 0.61071)
H (5.19958, -2.64287, 0.14162)
H (5.10219, -0.15599, 0.10068)
H (2.95932, 0.99740, 0.54839)
H (0.53515, 0.94311, 0.46594)
H (-0.88699, -1.77097, 1.13242)
H (-2.76846, -1.60903, 2.22363)
H (-1.96268, -1.32755, 3.79102)
H (-4.14549, 0.37066, 2.53626)
H (-4.22517, -0.60327, 4.00190)
H (-3.94356, 1.88991, 4.41253)
H (-2.74115, 0.89427, 5.18924)
H (-2.44747, 2.60364, 2.68706)
H (-1.53713, 2.72022, 4.18469)
H (-0.24204, 0.83159, 3.78374)
H (-0.23142, 1.73793, 2.24781)
H (0.98015, -2.78885, 1.05305)
H (3.14602, -3.95851, 0.63334)


Entry 4:
The molecule C26H29N3O6S2 in a non-equilibrium geometry, computed with ωB97M-V with the def2-TZVPD basis set.

Calculated values
* charge: 0
* HOMO level: -8.6 eV
* orbital gap: 8.516 eV
* molecular weight: 543.7 g/mol
* SMILES: COc1ccc(NS(=O)(=O)c2cccc(NC(=O)c3ccc(S(=O)(=O)N4CCCCCC4)cc3)c2)cc1
* electronic energy: -2420.24700 a.u.

Element x y z (Å)
C (-7.63751, -0.24325, -1.13919)
H (-7.71930, -0.09930, -0.05686)
O (-6.37430, 0.14922, -1.61983)
C (-5.27209, -0.51128, -1.17143)
C (-5.28147, -1.53903, -0.23600)
C (-4.09152, -2.12551, 0.16326)
C (-2.88125, -1.71320, -0.37433)
C (-2.87202, -0.69679, -1.32678)
C (-4.05137, -0.10105, -1.71319)
H (-4.05817, 0.68762, -2.44808)
H (-1.93288, -0.39748, -1.76105)
N (-1.67069, -2.29181, 0.02889)
S (-0.37220, -1.29021, 0.36702)
O (0.18924, -0.78902, -0.85010)
O (0.47441, -2.05448, 1.23544)
C (-1.12011, 0.07752, 1.24387)
C (-1.14506, 1.29117, 0.59831)
C (-1.73332, 2.39251, 1.21879)
C (-2.35394, 2.20815, 2.45520)
C (-2.33175, 0.97360, 3.08031)
C (-1.69629, -0.10552, 2.48521)
H (-1.64233, -1.06760, 2.96794)
H (-2.80627, 0.85528, 4.04216)
H (-2.84515, 3.04374, 2.93165)
N (-1.73437, 3.64417, 0.61557)
C (-0.81256, 4.17198, -0.26060)
O (-1.06219, 5.18430, -0.87186)
C (0.49645, 3.45889, -0.33077)
C (1.03784, 3.11377, -1.56536)
C (2.24620, 2.44024, -1.62385)
C (2.92030, 2.14981, -0.45356)
C (2.41605, 2.53193, 0.77539)
C (1.19889, 3.18365, 0.84109)
H (0.79890, 3.49104, 1.79621)
H (2.99416, 2.33184, 1.66317)
S (4.45509, 1.20958, -0.51386)
O (5.22591, 1.55898, 0.64445)
O (5.03931, 1.39553, -1.80993)
N (4.00208, -0.36449, -0.37628)
C (3.32899, -0.91897, -1.52984)
H (2.32026, -0.49649, -1.63775)
C (3.20416, -2.44190, -1.46751)
H (2.33231, -2.70199, -0.86460)
C (4.44116, -3.14195, -0.90172)
H (4.50241, -4.14524, -1.33035)
C (4.39580, -3.27568, 0.62057)
C (4.64020, -1.96245, 1.35679)
H (4.53933, -2.13201, 2.43064)
C (3.67260, -0.85087, 0.94436)
H (3.79869, -0.01180, 1.63059)
H (2.63550, -1.19578, 0.98779)
H (5.65370, -1.60803, 1.16048)
H (3.41935, -3.66984, 0.91207)
H (5.15487, -3.99521, 0.93807)
H (5.33728, -2.59454, -1.19699)
H (3.01213, -2.78921, -2.48446)
H (3.93423, -0.61704, -2.38746)
H (2.69009, 2.15519, -2.56416)
H (0.49941, 3.36361, -2.46703)
H (-2.52422, 4.24872, 0.80868)
H (-0.70285, 1.35874, -0.38005)
H (-1.75639, -3.03261, 0.70784)
H (-4.11070, -2.92114, 0.89417)
H (-6.20390, -1.89198, 0.19651)
H (-7.85483, -1.28738, -1.38534)
H (-8.35627, 0.40135, -1.64230)


Q: The lowest electronic energy belongs to which entry?
A: C30H24BrCrF6N4PS2


Q: Which value of charge does entry 3 give?
A: +1


Q: molecular weight of number 1 (C30H24BrCrF6N4PS2)?
A: 781.5 g/mol